A structure of composition C20H13N5O8Ti. Source: the Open Molecules 2025 dataset; level of theory: wB97M-V/def2-TZVPD.

orbital gap	0.2186	hartree
charge	+2
LUMO	-0.2951	Eh
energy above the lowest of the compared OMol25 structures with the same formula, charge and spin	41.28	kcal per mole
E_HOMO	-13.9781	eV
molar mass	499.2	g/mol

The geometry in XYZ format:
```
47
C20H13N5O8Ti | the Open Molecules 2025 dataset | wB97M-V/def2-TZVPD
Ti -1.05 -0.63 -0.17
O -7.10 -0.36 0.46
C -5.79 -0.36 0.30
C -5.12 0.55 -0.54
C -3.76 0.45 -0.63
N -3.08 -0.48 0.05
C -3.70 -1.32 0.88
C -5.06 -1.31 1.04
C -2.69 -2.18 1.61
O -2.91 -3.03 2.40
O -1.44 -1.81 1.19
C -2.80 1.34 -1.39
O -3.10 2.30 -2.01
O -1.54 0.90 -1.21
H -7.56 0.31 -0.07
H -5.64 1.32 -1.10
H -5.56 -1.98 1.72
O -1.18 -4.31 -1.82
C 0.14 -4.50 -2.00
C 0.55 -5.82 -2.13
C 1.87 -6.13 -2.34
C 2.84 -5.12 -2.43
C 2.46 -3.81 -2.29
C 1.10 -3.46 -2.06
C 0.78 -2.08 -1.86
O -0.47 -1.73 -1.56
N 1.73 -1.17 -1.99
N 1.34 0.13 -1.89
C 1.37 1.01 -2.86
C 1.14 2.29 -2.30
C 1.04 3.59 -2.80
C 0.76 4.59 -1.90
C 0.61 4.32 -0.53
C 0.75 3.04 -0.05
N 1.02 2.08 -0.96
H -1.39 -3.37 -1.83
H -0.21 -6.59 -2.07
H 2.17 -7.16 -2.44
H 3.87 -5.37 -2.60
H 3.19 -3.02 -2.35
H 1.59 0.72 -3.88
H 1.16 3.77 -3.85
H 0.66 5.61 -2.25
H 0.39 5.11 0.17
H 0.67 2.73 0.98
O 0.63 0.23 0.38
N 1.25 0.77 -0.67
```

Here are the Mulliken charges for atoms 1 to 5, given in e: Ti 1.201; O -0.458; C 0.925; C -0.413; C -0.067